[1]
{
  "formula": "C4H10N2O",
  "method": "wB97M-V/def2-TZVPD",
  "e_homo_ev": -9.522,
  "charge": 0,
  "de_lowest_kj_mol": 106.9,
  "lumo_ev": 0.83,
  "energy_ev": -9337.880,
  "smiles": "CC[C@H](N)C(N)=O",
  "homo_lumo_gap_ev": 10.4,
  "elements": ["C", "C", "C", "N", "C", "N", "O", "H", "H", "H", "H", "H", "H", "H", "H", "H", "H"],
  "positions_angstrom": [[0.64, 2.18, -1.34], [-0.06, 0.77, -1.24], [-0.09, 0.40, 0.24], [1.12, 0.74, 1.01], [-0.53, -1.05, 0.58], [-1.25, -1.67, -0.42], [-0.02, -1.68, 1.49], [0.35, 2.70, -2.25], [0.39, 2.79, -0.47], [1.72, 1.99, -1.33], [0.57, 0.05, -1.75], [-1.02, 0.85, -1.74], [-0.93, 1.01, 0.67], [0.94, 0.26, 1.89], [1.91, 0.21, 0.66], [-1.65, -0.99, -1.04], [-1.38, -2.63, -0.15]],
  "lowdin_charge": [-0.10, -0.21, -0.35, 0.05, -0.49, 0.16, 0.04, 0.06, 0.07, 0.07, 0.11, 0.10, 0.16, 0.07, 0.08, 0.08, 0.12]
}

***

[2]
{
  "formula": "C3H7N3O2",
  "method": "wB97M-V/def2-TZVPD",
  "e_homo_ev": -9.328,
  "charge": 0,
  "de_lowest_kj_mol": 519.5,
  "lumo_ev": 0.56,
  "energy_ev": -11785.929,
  "smiles": "CO/C(=N/C=O)NN",
  "homo_lumo_gap_ev": 9.9,
  "elements": ["C", "O", "C", "N", "C", "O", "N", "N", "H", "H", "H", "H", "H", "H", "H"],
  "positions_angstrom": [[-0.27, -0.53, -2.56], [0.57, -0.98, -1.49], [0.17, -0.47, -0.29], [-0.72, 0.34, -0.15], [-1.15, 0.89, 1.06], [-1.46, 2.13, 0.97], [1.05, -0.92, 0.69], [1.32, -0.26, 1.86], [0.35, 0.45, -2.90], [-1.49, -0.52, -2.34], [-0.11, -1.50, -3.23], [-1.23, 0.37, 2.07], [1.73, -1.48, 0.27], [1.85, -0.71, 2.72], [2.00, 0.67, 1.54]],
  "lowdin_charge": [-0.09, -0.11, -0.48, 0.14, -0.27, -0.04, -0.06, -0.04, 0.14, 0.14, 0.11, 0.13, 0.11, 0.14, 0.18]
}

***

[3]
{
  "formula": "C6H11NO3S",
  "method": "wB97M-V/def2-TZVPD",
  "e_homo_ev": [-10.162, -8.291],
  "charge": 0,
  "de_lowest_kj_mol": 488.9,
  "lumo_ev": [-0.59, -1.05],
  "energy_ev": -24863.568,
  "homo_lumo_gap_ev": [9.6, 7.2],
  "elements": ["C", "C", "C", "C", "C", "C", "N", "O", "O", "O", "S", "H", "H", "H", "H", "H", "H", "H", "H", "H", "H", "H"],
  "positions_angstrom": [[1.28, -2.05, 0.13], [-0.39, -0.90, 0.32], [0.95, -0.61, -0.33], [0.87, -0.49, -1.84], [1.79, 0.49, 0.29], [-2.46, 1.11, 0.46], [-0.03, -2.19, 0.59], [2.20, -2.80, 0.12], [-2.90, -1.52, 0.53], [-2.12, -0.53, -1.58], [-2.09, -0.55, -0.15], [-0.38, 0.21, 2.45], [1.87, -0.44, -2.27], [0.32, 0.42, -2.11], [0.34, -1.33, -2.28], [1.47, 1.46, -0.08], [2.84, 0.35, 0.03], [1.69, 0.48, 1.38], [-1.84, 1.81, -0.10], [-3.51, 1.30, 0.28], [-2.22, 1.13, 1.51], [-0.57, -2.94, 1.01]],
  "lowdin_charge": [-0.39, -0.27, -0.43, -0.02, -0.03, -0.14, 0.16, 0.15, -0.31, -0.31, 0.62, 0.14, 0.10, 0.09, 0.09, 0.09, 0.09, 0.05, 0.07, 0.07, 0.02, 0.17]
}

***

[4]
{
  "formula": "C13H42ClN2O9",
  "method": "wB97M-V/def2-TZVPD",
  "e_homo_ev": -6.092,
  "charge": -1,
  "lumo_ev": 2.69,
  "energy_ev": -48091.770,
  "homo_lumo_gap_ev": 8.8,
  "elements": ["Cl", "C", "O", "C", "C", "N", "C", "C", "O", "C", "H", "H", "H", "H", "H", "H", "H", "H", "H", "H", "H", "H", "H", "H", "H", "C", "O", "C", "C", "N", "C", "C", "O", "C", "H", "H", "H", "H", "H", "H", "H", "H", "H", "H", "H", "H", "H", "H", "H", "C", "O", "H", "H", "H", "H", "O", "H", "H", "O", "H", "H", "O", "H", "H", "O", "H", "H"],
  "positions_angstrom": [[0.90, 0.06, 2.94], [-1.01, 3.14, -1.54], [-1.35, 1.79, -1.38], [-1.23, 1.29, -0.10], [-1.47, -0.20, 0.04], [-2.89, -0.69, -0.19], [-3.73, -0.48, 0.97], [-3.29, -1.22, 2.29], [-3.42, -2.59, 2.03], [-3.22, -3.47, 3.14], [0.01, 3.44, -1.29], [-1.63, 3.77, -0.91], [-0.98, 3.40, -2.60], [-1.88, 1.83, 0.59], [-0.21, 1.43, 0.24], [-0.95, -0.65, 0.88], [-0.78, -0.39, -0.77], [-2.79, -1.68, -0.05], [-4.75, -0.75, 0.70], [-3.73, 0.60, 1.15], [-3.91, -0.84, 3.10], [-2.31, -0.92, 2.66], [-3.33, -4.50, 2.81], [-3.84, -3.27, 4.02], [-2.19, -3.44, 3.50], [2.82, -0.01, -0.13], [2.38, 0.56, -1.44], [2.33, -0.39, -2.48], [1.88, 0.33, -3.75], [0.41, 0.57, -3.71], [-0.17, 1.36, -4.79], [0.09, 0.72, -6.21], [1.50, 0.68, -6.63], [1.99, 1.95, -6.97], [2.29, -0.93, 0.13], [2.66, 0.70, 0.68], [3.86, -0.30, -0.21], [1.72, -1.28, -2.32], [3.36, -0.75, -2.59], [2.21, -0.20, -4.64], [2.41, 1.27, -3.85], [0.11, 0.88, -2.80], [0.10, 2.42, -4.79], [-1.24, 1.40, -4.60], [-0.50, 1.23, -6.98], [-0.31, -0.29, -6.17], [1.38, 2.36, -7.76], [3.06, 1.95, -7.20], [1.80, 2.57, -6.09], [0.64, -3.89, 2.18], [0.75, -2.74, 1.34], [0.22, -3.65, 3.16], [-0.01, -4.65, 1.75], [1.66, -4.21, 2.39], [0.98, -1.95, 1.83], [0.17, 1.09, 6.20], [0.12, 0.31, 6.75], [0.43, 0.76, 5.34], [-1.78, 1.62, 4.17], [-1.28, 0.89, 3.79], [-1.34, 1.81, 4.99], [2.66, -0.97, 5.79], [2.22, -0.94, 4.94], [1.96, -1.13, 6.42], [3.74, 1.54, 4.23], [3.79, 2.45, 3.94], [2.91, 1.22, 3.87]],
  "lowdin_charge": [-0.01, -0.12, -0.19, -0.26, -0.17, -0.03, -0.21, -0.22, -0.18, -0.10, 0.09, 0.09, 0.08, 0.12, 0.11, 0.06, 0.11, 0.08, 0.11, 0.11, 0.11, 0.09, 0.08, 0.08, 0.07, -0.06, -0.20, -0.25, -0.18, -0.03, -0.21, -0.16, -0.23, -0.13, 0.06, 0.05, 0.08, 0.12, 0.11, 0.10, 0.11, 0.07, 0.09, 0.11, 0.10, 0.12, 0.08, 0.09, 0.07, -0.16, -0.18, 0.06, 0.07, 0.07, -0.09, -0.07, 0.03, -0.06, -0.10, -0.09, -0.01, -0.07, -0.06, 0.01, -0.09, 0.02, -0.08]
}

***

[5]
{
  "formula": "C7H10FI2N",
  "method": "wB97M-V/def2-TZVPD",
  "e_homo_ev": -9.172,
  "charge": 0,
  "de_lowest_kj_mol": 0.0,
  "lumo_ev": -0.25,
  "energy_ev": -27827.533,
  "homo_lumo_gap_ev": 8.9,
  "elements": ["C", "C", "C", "C", "C", "C", "C", "N", "F", "I", "I", "H", "H", "H", "H", "H", "H", "H", "H", "H", "H"],
  "positions_angstrom": [[-2.64, -0.63, 2.77], [-0.84, -0.92, 0.43], [-2.78, -0.26, 1.49], [-0.29, 0.07, -1.74], [0.86, -2.01, -0.93], [0.29, -0.66, -0.54], [-4.10, 0.10, 0.91], [-1.83, -0.19, 0.55], [-5.08, 0.01, 1.82], [-4.23, 2.07, -0.03], [-4.45, -1.42, -0.67], [-1.59, -0.92, 3.05], [-3.42, -0.53, 3.49], [-0.64, -1.65, 1.14], [-1.04, -0.51, -2.26], [0.48, 0.25, -2.40], [-0.77, 0.95, -1.37], [-0.10, -2.51, -1.12], [1.51, -2.53, -0.36], [1.18, -1.71, -1.90], [0.93, 0.00, -0.15]],
  "lowdin_charge": [0.11, -0.12, -0.57, -0.06, -0.03, -0.38, -1.21, 0.03, -0.11, 0.77, 0.76, 0.09, 0.06, 0.11, 0.09, 0.06, 0.07, 0.10, 0.05, 0.07, 0.10]
}

***

[6]
{
  "formula": "C2H3LiNdO",
  "method": "wB97M-V/def2-TZVPD",
  "e_homo_ev": [-16.307, -17.586],
  "charge": 2,
  "de_lowest_kj_mol": 0.0,
  "lumo_ev": [-10.21, -9.58],
  "energy_ev": -19629.169,
  "spin_multiplicity": 5,
  "homo_lumo_gap_ev": [6.1, 8.0],
  "elements": ["O", "C", "Li", "Nd", "H", "C", "H", "H"],
  "positions_angstrom": [[1.58, 0.43, -0.08], [0.89, 0.38, -1.17], [0.42, 0.79, 1.86], [0.87, -2.05, 0.01], [1.27, 1.03, -1.98], [-1.17, -0.28, 0.41], [-2.07, -0.64, -0.12], [-1.79, 0.35, 1.07]],
  "lowdin_charge": [-0.36, -0.10, 0.81, 1.70, 0.09, -0.10, -0.02, -0.03]
}

***

[7]
{
  "formula": "C3H4FNiO2",
  "method": "wB97M-V/def2-TZVPD",
  "e_homo_ev": [-17.836, -21.642],
  "charge": 2,
  "de_lowest_kj_mol": 0.0,
  "lumo_ev": [-10.09, -13.05],
  "energy_ev": -51006.369,
  "spin_multiplicity": 4,
  "homo_lumo_gap_ev": [7.7, 8.6],
  "elements": ["O", "Ni", "C", "C", "H", "H", "F", "C", "O", "H", "H"],
  "positions_angstrom": [[1.80, -0.41, 1.61], [0.46, 0.58, -0.89], [1.80, 0.48, 0.70], [0.73, -1.08, 2.08], [-0.26, -0.82, 1.72], [0.98, -1.84, 2.82], [2.70, 1.40, 0.89], [-2.08, 0.40, -2.24], [-0.91, 0.75, -2.10], [-2.64, -0.03, -1.39], [-2.59, 0.58, -3.19]],
  "lowdin_charge": [0.06, 1.19, -0.21, 0.19, 0.10, 0.13, 0.19, 0.12, -0.07, 0.14, 0.15]
}

***

[8]
{
  "formula": "C12H19AlBr4Cl5FN3NaO5",
  "method": "wB97M-V/def2-TZVPD",
  "e_homo_ev": -5.939,
  "charge": 0,
  "lumo_ev": -4.70,
  "energy_ev": -383947.968,
  "homo_lumo_gap_ev": 1.2,
  "elements": ["C", "C", "O", "C", "C", "N", "Cl", "C", "C", "N", "O", "C", "N", "H", "H", "H", "H", "H", "H", "H", "H", "H", "Cl", "F", "C", "Br", "Br", "Br", "H", "C", "Cl", "Cl", "H", "H", "Na", "Al", "C", "O", "H", "H", "H", "H", "C", "C", "O", "O", "H", "H", "H", "Br", "Cl"],
  "positions_angstrom": [[-1.88, -2.81, 0.41], [-1.91, -1.44, -0.24], [-0.62, -0.81, -0.41], [-0.68, 0.32, -1.31], [-2.06, 0.90, -1.45], [-2.79, 0.47, -2.47], [-2.34, -0.59, -3.66], [-4.05, 1.09, -2.43], [-4.03, 1.96, -1.28], [-2.75, 1.77, -0.74], [-2.41, 2.47, 0.39], [-2.00, 1.68, 1.36], [-1.40, 1.09, 2.14], [-1.57, -2.71, 1.45], [-1.28, -3.52, -0.14], [-2.92, -3.13, 0.42], [-2.48, -0.82, 0.47], [-2.42, -1.59, -1.19], [-0.31, 0.14, -2.31], [0.04, 1.14, -0.93], [-4.86, 0.92, -3.15], [-4.77, 2.60, -0.85], [1.08, -2.35, 0.33], [0.02, 2.46, -2.75], [2.69, 3.49, 2.60], [2.73, 4.41, 0.91], [4.46, 3.05, 3.20], [1.71, 4.49, 3.92], [2.16, 2.56, 2.44], [-5.03, -5.56, 1.77], [-4.53, -5.74, 0.08], [-4.12, -4.30, 2.59], [-6.08, -5.30, 1.79], [-4.87, -6.50, 2.28], [-5.59, -0.86, -1.52], [-5.25, 2.81, -3.16], [6.04, 6.08, -0.87], [6.36, 5.47, 0.35], [6.92, 6.81, -1.17], [5.92, 5.33, -1.66], [5.12, 6.68, -0.78], [5.63, 4.89, 0.57], [3.80, -4.67, 1.36], [3.43, -5.94, 0.52], [4.33, -6.77, 0.40], [2.25, -5.92, 0.11], [4.83, -4.71, 1.71], [3.67, -3.79, 0.72], [3.13, -4.60, 2.21], [8.50, 6.43, -1.55], [0.21, 2.88, -0.51]],
  "lowdin_charge": [-0.16, -0.29, -0.32, -0.21, -0.26, -0.46, 0.91, -0.45, -0.21, 0.00, 0.04, -0.32, 0.26, 0.06, 0.05, 0.01, 0.10, 0.08, 0.10, -0.05, -0.09, 0.04, 0.16, -0.52, -1.63, 0.57, 0.59, 0.57, -0.03, -1.01, 0.51, 0.55, 0.02, 0.03, 0.69, 0.83, -0.33, -0.15, -0.20, 0.08, 0.10, 0.02, 0.00, -0.69, 0.05, 0.05, 0.07, 0.04, 0.07, 0.36, 0.35]
}

***

- Number 3 is which compound?
  C6H11NO3S